(1)
C22H25N3O4 | wB97M-V/def2-TZVPD

```
54
Properties=species:S:1:pos:R:3:nbo_charge:R:1
C -8.27 -1.56 1.78 -0.716
C -7.82 -0.66 0.65 0.576
O -8.62 0.05 0.06 -0.552
C -6.39 -0.67 0.30 -0.224
C -5.95 0.18 -0.72 -0.111
C -4.63 0.23 -1.10 -0.319
C -3.67 -0.58 -0.47 0.296
C -4.12 -1.43 0.55 -0.290
C -5.44 -1.48 0.93 -0.152
H -5.73 -2.16 1.71 0.214
H -3.42 -2.10 1.04 0.208
N -2.34 -0.60 -0.86 -0.446
C -1.88 0.14 -2.01 -0.220
H -2.66 0.19 -2.77 0.217
C -1.41 1.55 -1.61 -0.233
N -0.32 1.41 -0.65 -0.463
C 0.29 2.67 -0.28 -0.309
C 1.68 2.46 0.33 0.671
O 2.15 3.23 1.14 -0.605
N 2.28 1.36 -0.18 -0.615
C 3.54 0.83 0.09 0.147
C 3.88 -0.37 -0.53 -0.296
C 5.12 -0.95 -0.30 0.301
C 6.02 -0.35 0.59 0.181
C 5.67 0.85 1.19 -0.217
C 4.45 1.44 0.95 -0.248
H 4.19 2.37 1.42 0.256
H 6.38 1.31 1.86 0.228
O 7.24 -0.91 0.88 -0.483
C 7.33 -2.26 0.49 -0.096
C 6.79 -2.44 -0.93 -0.097
H 6.87 -3.48 -1.26 0.201
O 5.42 -2.12 -0.97 -0.500
H 7.35 -1.79 -1.61 0.179
H 8.39 -2.53 0.55 0.201
H 6.76 -2.90 1.18 0.178
H 3.21 -0.86 -1.21 0.214
H 1.70 0.83 -0.83 0.421
H 0.42 3.27 -1.19 0.223
H -0.32 3.26 0.43 0.203
C -0.79 0.68 0.53 -0.243
C -1.28 -0.71 0.11 -0.214
H -1.61 -1.25 1.00 0.216
H -0.45 -1.27 -0.35 0.199
H 0.04 0.59 1.23 0.216
H -1.62 1.22 1.02 0.178
H -1.03 2.07 -2.49 0.207
H -2.25 2.12 -1.19 0.175
H -1.03 -0.40 -2.42 0.203
H -4.35 0.91 -1.88 0.211
H -6.68 0.81 -1.21 0.236
H -7.74 -1.30 2.70 0.227
H -9.34 -1.44 1.93 0.238
H -8.06 -2.60 1.53 0.227
```

**SMILES**: CC(=O)c1ccc(N2CCN(CC(=O)Nc3ccc4c(c3)OCCO4)CC2)cc1
**Net charge**: 0
**Relative energy (zero: lowest compared OMol25 entry of this formula, charge and spin)**: 47.3 kcal per mole
**Multiplicity**: 1
**Kohn-Sham gap**: 8.457 eV
**Highest occupied orbital energy**: -7.95 eV
**E_LUMO**: 0.50 eV

(2)
C22H25N5O14V | wB97M-V/def2-TZVPD

```
67
Properties=species:S:1:pos:R:3:lowdin_spin:R:1
O -5.95 1.08 -1.64 -0.007
V -4.44 1.38 -1.12 0.988
O -3.53 1.49 -2.45 -0.025
O -0.47 -0.20 1.72 -0.003
C -0.67 -0.28 0.30 0.000
C -2.06 -0.80 -0.35 0.000
O -3.22 -0.12 0.02 0.004
H -0.01 -1.04 -0.12 0.000
H -0.27 0.65 -0.10 0.000
H -2.20 -1.83 -0.03 0.000
H -1.97 -0.95 -1.43 0.000
C -5.40 -3.05 0.70 0.000
N -5.75 -1.76 1.42 0.000
O -5.43 -1.66 2.60 0.000
O -6.28 -0.86 0.84 0.001
H -5.86 -3.89 1.21 0.000
H -4.32 -3.09 0.52 0.000
H -5.83 -2.88 -0.28 0.000
C 4.72 -1.34 -0.58 0.000
N 3.21 -1.27 -0.40 0.000
O 2.42 -1.74 -1.17 0.000
O 2.77 -0.68 0.59 0.000
H 5.02 -1.18 -1.62 0.000
H 4.90 -2.37 -0.26 0.000
H 5.21 -0.55 -0.02 0.000
C 0.97 6.91 -1.10 0.000
C 0.81 6.70 0.21 0.000
C 0.11 5.58 0.71 0.001
C -0.51 4.70 -0.18 0.000
C -0.39 5.00 -1.54 0.001
C 0.36 6.08 -2.02 0.000
N -1.27 3.53 0.35 0.005
O -1.18 3.28 1.53 0.016
O -1.89 2.82 -0.47 0.016
H 1.54 7.79 -1.40 0.000
H 1.13 7.33 1.02 0.000
H -0.04 5.36 1.75 0.000
H -0.74 4.38 -2.36 0.000
H 0.46 6.23 -3.08 0.000
C -0.84 -4.68 0.90 0.000
C 0.06 -5.31 0.02 0.000
C 0.21 -6.69 0.01 0.000
C -0.47 -7.45 0.99 0.000
C -1.37 -6.82 1.89 0.000
C -1.52 -5.41 1.89 0.000
N -0.38 -8.99 1.08 0.000
O -0.90 -9.62 1.98 0.000
O 0.30 -9.56 0.22 0.000
H -0.92 -3.61 0.86 0.000
H 0.48 -4.71 -0.77 0.000
H 0.74 -7.19 -0.80 0.000
H -1.87 -7.43 2.63 0.000
H -2.18 -4.90 2.58 0.000
C 3.78 3.16 -2.14 0.000
C 4.19 4.08 -1.21 0.000
C 3.88 4.02 0.08 0.000
C 2.86 3.18 0.45 0.000
C 2.40 2.26 -0.52 0.000
C 2.88 2.19 -1.81 0.000
N 2.49 3.06 1.83 0.001
O 2.27 1.90 2.26 0.000
O 2.39 4.09 2.48 0.001
H 4.25 3.22 -3.11 0.000
H 4.91 4.83 -1.50 0.000
H 4.10 4.89 0.68 0.000
H 1.79 1.38 -0.36 0.000
H 2.55 1.39 -2.45 0.000
```

**Net charge**: -2
**Multiplicity**: 2
**Kohn-Sham gap (spin up / spin down)**: 2.573 / 2.590 eV
**Highest occupied orbital energy (spin up / spin down)**: 0.54 / 0.52 eV
**E_LUMO (spin up / spin down)**: 3.11 / 3.11 eV

(3)
C22H25N5O3 | wB97M-V/def2-TZVPD

```
55
Properties=species:S:1:pos:R:3:nbo_charge:R:1
C 0.50 -6.48 -3.80 -0.618
H 0.50 -6.50 -2.72 0.211
H 1.41 -6.95 -4.16 0.212
H -0.35 -7.05 -4.16 0.206
C 0.42 -5.03 -4.31 -0.206
N -0.78 -4.36 -3.86 -0.442
C -0.82 -3.66 -2.69 0.309
C 0.22 -3.72 -1.76 -0.322
C 0.19 -3.00 -0.58 -0.151
C -0.90 -2.19 -0.27 -0.166
C -1.95 -2.14 -1.18 -0.131
C -1.92 -2.84 -2.36 -0.322
H -2.75 -2.74 -3.04 0.213
H -2.80 -1.51 -0.95 0.235
C -1.01 -1.40 0.96 0.647
O -2.04 -0.86 1.35 -0.641
N 0.12 -1.30 1.72 -0.458
N 0.05 -0.44 2.82 -0.432
C 1.17 0.08 3.35 0.654
O 2.28 -0.24 2.96 -0.677
C 0.94 1.10 4.45 -0.475
H 1.26 0.67 5.40 0.242
H -0.12 1.37 4.52 0.221
C 1.78 2.36 4.17 -0.442
C 1.36 2.97 2.86 0.464
N 0.53 3.95 2.85 -0.516
C 0.12 4.44 1.64 0.250
C -0.76 5.53 1.62 -0.239
C -1.20 6.04 0.42 -0.177
C -0.77 5.49 -0.79 -0.231
C 0.10 4.42 -0.79 -0.138
C 0.55 3.89 0.42 -0.235
C 1.48 2.76 0.44 0.666
O 1.91 2.16 -0.52 -0.601
N 1.86 2.39 1.73 -0.617
H 2.50 1.61 1.80 0.445
H 0.45 3.97 -1.71 0.234
H -1.12 5.90 -1.72 0.216
H -1.88 6.88 0.41 0.215
H -1.08 5.94 2.56 0.225
H 2.83 2.08 4.12 0.232
H 1.62 3.09 4.96 0.246
H -0.90 -0.13 2.98 0.439
H 1.06 -1.42 1.38 0.424
H 1.01 -3.11 0.11 0.207
H 1.08 -4.35 -1.94 0.213
C -1.92 -4.45 -4.75 -0.205
C -1.97 -3.31 -5.76 -0.619
H -2.02 -2.35 -5.26 0.213
H -2.84 -3.42 -6.41 0.212
H -1.07 -3.31 -6.39 0.206
H -2.84 -4.47 -4.16 0.203
H -1.85 -5.40 -5.28 0.198
H 1.30 -4.47 -3.99 0.204
H 0.42 -5.04 -5.40 0.198
```

**SMILES**: CCN(CC)c1ccc(C(=O)NNC(=O)CCc2nc3ccccc3c(=O)[nH]2)cc1
**Net charge**: 0
**Relative energy (zero: lowest compared OMol25 entry of this formula, charge and spin)**: 6.7 kcal per mole
**Multiplicity**: 1
**Kohn-Sham gap**: 8.508 eV
**Highest occupied orbital energy**: -7.80 eV
**E_LUMO**: 0.71 eV

(4)
C22H26AlClFN4O4Si | wB97M-V/def2-TZVPD

```
60
Properties=species:S:1:pos:R:3:nbo_charge:R:1
Al 2.35 -0.81 0.07 1.761
C -4.04 -0.35 -3.68 -0.622
C -3.89 0.63 -2.53 -0.023
C -5.15 0.76 -1.67 -0.401
C -5.45 -0.56 -0.97 -0.424
C -4.23 -1.06 -0.23 -0.032
C -4.35 -1.94 0.82 -0.243
C -3.22 -2.37 1.51 0.384
F -3.39 -3.24 2.52 -0.326
C -1.97 -1.92 1.20 -0.240
C -1.83 -1.03 0.13 -0.058
C -0.49 -0.55 -0.21 0.534
O 0.47 -0.90 0.50 -0.667
C -0.39 0.32 -1.34 -0.299
C -1.52 0.66 -2.00 0.136
N -2.76 0.25 -1.67 -0.359
C -2.95 -0.61 -0.60 0.151
C 0.92 0.90 -1.86 0.817
O 0.85 1.70 -2.79 -0.699
O 1.98 0.50 -1.29 -0.794
H -4.89 -0.07 -4.31 0.209
H -4.20 -1.37 -3.32 0.214
H -3.14 -0.36 -4.30 0.229
H -3.65 1.61 -2.94 0.213
H -5.98 1.07 -2.30 0.214
H -4.98 1.54 -0.93 0.216
H -5.80 -1.30 -1.69 0.213
H -6.27 -0.42 -0.26 0.221
H -5.33 -2.29 1.12 0.220
H -1.09 -2.24 1.74 0.274
H -1.43 1.32 -2.86 0.243
N 6.02 -0.96 -2.00 -0.517
C 6.54 -0.61 -0.77 -0.127
C 5.47 -0.48 0.06 -0.044
N 4.32 -0.74 -0.65 -0.532
C 4.68 -1.04 -1.87 0.240
H 6.54 -1.16 -2.83 0.412
H 7.60 -0.48 -0.60 0.212
H 5.44 -0.22 1.10 0.237
H 3.99 -1.30 -2.66 0.249
O 3.38 -4.22 2.45 -0.668
C 3.10 -3.21 1.86 0.787
N 2.85 -2.20 1.30 -0.890
Cl 1.86 -2.44 -1.58 -0.692
C 2.43 2.69 3.78 -1.109
Si 1.60 1.75 2.36 1.688
C 0.17 0.81 3.16 -1.109
C 0.81 3.08 1.27 -1.109
C 2.78 0.72 1.43 -1.534
H 1.74 3.37 4.28 0.211
H 3.28 3.27 3.40 0.220
H 2.82 1.99 4.53 0.222
H -0.38 1.43 3.87 0.212
H 0.54 -0.08 3.69 0.233
H -0.53 0.46 2.40 0.220
H 0.22 3.78 1.87 0.212
H 0.14 2.63 0.53 0.224
H 1.57 3.64 0.72 0.230
H 3.44 0.24 2.17 0.230
H 3.41 1.42 0.85 0.232
```

**Net charge**: -1
**Multiplicity**: 1
**Kohn-Sham gap**: 7.020 eV
**Highest occupied orbital energy**: -4.84 eV
**E_LUMO**: 2.18 eV

(5)
C22H26BBrN6O6RhSe | wB97M-V/def2-TZVPD

```
64
Properties=species:S:1:pos:R:3:lowdin_spin:R:1
Rh -0.16 0.43 -0.38 2.882
C -0.65 1.49 3.28 -0.001
C 0.02 0.19 3.05 0.009
C 0.53 -0.71 3.99 0.004
C 1.05 -1.76 3.25 0.002
C 1.73 -2.99 3.74 0.001
N 0.86 -1.48 1.95 0.005
N 0.24 -0.30 1.83 0.120
B 1.29 -2.28 0.70 -0.001
N 2.24 -1.36 -0.09 0.003
N 2.00 -0.04 -0.12 0.115
C 2.97 0.57 -0.79 0.019
C 2.97 2.04 -0.98 0.001
C 3.89 -0.40 -1.19 0.007
C 3.38 -1.61 -0.75 0.015
C 3.92 -2.98 -0.97 0.003
N 0.01 -2.57 -0.10 0.002
N -0.98 -1.67 -0.10 0.106
C -2.01 -2.17 -0.79 0.017
C -3.27 -1.41 -0.98 0.001
C -1.67 -3.45 -1.22 0.008
C -0.37 -3.66 -0.79 0.014
C 0.51 -4.82 -1.08 0.003
H -0.57 1.77 4.33 0.000
H -1.70 1.42 3.01 0.000
H -0.20 2.25 2.66 0.000
H 0.51 -0.60 5.05 0.001
H 1.74 -2.99 4.83 0.000
H 2.75 -3.04 3.37 0.000
H 1.19 -3.87 3.40 0.000
H 1.83 -3.28 1.01 0.000
H 2.04 2.44 -0.59 -0.001
H 3.03 2.26 -2.04 0.000
H 3.82 2.49 -0.47 0.000
H 4.79 -0.23 -1.76 0.001
H 4.97 -2.94 -1.24 0.000
H 3.37 -3.46 -1.78 0.001
H 3.80 -3.59 -0.08 0.000
H -3.22 -0.48 -0.42 0.000
H -4.13 -2.00 -0.63 0.000
H -3.41 -1.19 -2.03 0.000
H -2.29 -4.12 -1.79 0.001
H -0.09 -5.69 -1.33 0.000
H 1.15 -5.06 -0.24 0.000
H 1.14 -4.58 -1.93 0.001
O 0.28 -0.72 -2.31 0.239
Se 0.35 0.64 -3.25 -0.001
O 1.85 0.94 -3.69 0.010
O -0.20 1.78 -2.18 0.181
O -0.62 0.52 -4.50 0.021
Br -4.34 7.00 1.47 0.000
C -3.66 5.73 0.22 0.000
C -4.01 5.85 -1.11 0.002
C -3.51 4.93 -2.02 0.000
C -2.69 3.90 -1.59 0.003
C -2.36 3.80 -0.25 0.003
C -2.84 4.72 0.67 0.002
C -1.52 2.61 0.18 0.008
O -2.12 1.51 0.25 0.107
O -0.32 2.76 0.43 0.087
H -4.66 6.65 -1.44 0.000
H -3.77 5.02 -3.06 0.000
H -2.28 3.18 -2.28 0.000
H -2.57 4.64 1.71 0.000
```

**Net charge**: -1
**Relative energy (zero: lowest compared OMol25 entry of this formula, charge and spin)**: 0.0 kcal per mole
**Multiplicity**: 5
**Kohn-Sham gap (spin up / spin down)**: 8.554 / 6.895 eV
**Highest occupied orbital energy (spin up / spin down)**: -6.15 / -6.21 eV
**E_LUMO (spin up / spin down)**: 2.40 / 0.69 eV

(6)
C22H26BCrN6S2 | wB97M-V/def2-TZVPD

```
58
Properties=species:S:1:pos:R:3:lowdin_spin:R:1
Cr 0.31 0.60 0.24 2.983
C 0.31 -0.22 -2.86 0.003
N -0.72 0.06 -1.80 -0.012
C -1.41 -1.28 -1.60 0.002
C -2.21 -1.34 -0.28 0.001
N -1.26 -1.14 0.92 -0.013
C -2.03 -0.55 2.03 0.003
C -0.59 -2.38 1.25 -0.001
C -1.36 -3.42 1.85 -0.001
C -0.72 -4.53 2.35 0.000
C 0.66 -4.68 2.23 0.000
C 1.41 -3.67 1.56 -0.001
C 0.81 -2.54 1.00 0.000
S 1.70 -1.46 -0.02 -0.025
C -1.66 1.00 -2.31 0.004
C -2.24 0.81 -3.60 -0.001
C -3.22 1.66 -4.01 0.004
C -3.68 2.74 -3.22 -0.001
C -3.08 2.93 -1.97 0.002
C -2.06 2.06 -1.52 0.002
S -1.29 2.29 0.05 0.012
H -0.03 -0.71 -3.76 0.000
H 1.05 -0.84 -2.35 0.001
H 0.78 0.80 -2.97 0.000
H -0.60 -2.06 -1.47 0.000
H -2.06 -1.58 -2.42 0.000
H -2.76 -2.29 -0.05 0.000
H -2.94 -0.52 -0.31 0.000
H -2.87 -1.17 2.46 0.000
H -2.42 0.45 1.78 0.001
H -1.38 -0.52 2.92 0.000
H -2.41 -3.25 1.86 0.000
H -1.28 -5.25 2.95 0.000
H 1.09 -5.61 2.63 0.000
H 2.48 -3.78 1.40 0.000
H -1.86 -0.05 -4.20 0.000
H -3.75 1.51 -4.94 0.000
H -4.54 3.30 -3.61 0.000
H -3.31 3.80 -1.29 0.000
B 3.53 0.52 1.46 0.001
N 2.35 1.08 2.37 0.007
C 2.49 1.79 3.48 0.010
C 1.35 2.34 3.90 0.004
C 0.37 1.92 2.91 0.014
N 0.97 1.14 2.03 -0.011
N 3.21 1.03 0.02 0.004
C 4.18 1.37 -0.83 0.008
C 3.63 2.14 -1.88 0.003
C 2.26 2.22 -1.56 0.009
N 2.01 1.60 -0.38 -0.014
H 4.64 0.95 1.96 0.000
H 3.48 -0.65 1.60 0.001
H 3.49 1.96 4.00 0.001
H 1.04 3.04 4.68 0.000
H -0.72 2.16 2.85 0.000
H 5.20 1.03 -0.63 0.000
H 4.11 2.47 -2.76 0.000
H 1.52 2.71 -2.15 0.000
```

**Net charge**: 0
**Multiplicity**: 4
**Kohn-Sham gap (spin up / spin down)**: 7.169 / 7.865 eV
**Highest occupied orbital energy (spin up / spin down)**: -7.23 / -7.30 eV
**E_LUMO (spin up / spin down)**: -0.06 / 0.56 eV

(7)
C22H26BiClNPZn | wB97M-V/def2-TZVPD

```
53
Properties=species:S:1:pos:R:3:nbo_charge:R:1
Bi 0.32 -1.19 -2.40 -0.016
Cl 2.16 1.22 -0.99 -0.786
C -0.90 -0.11 -4.03 -1.011
C 2.16 -0.92 -3.73 -0.997
H -0.68 -0.62 -4.97 0.188
H -1.96 -0.20 -3.78 0.191
H -0.60 0.94 -4.07 0.180
H 1.95 -1.37 -4.71 0.185
H 3.00 -1.42 -3.24 0.194
H 2.37 0.15 -3.84 0.195
Zn 0.03 1.26 -1.02 1.354
C -1.90 1.32 -0.98 -1.306
C -0.05 -1.44 0.98 -0.274
H -2.36 0.92 -1.90 0.209
H -2.27 0.77 -0.11 0.229
H -2.17 2.39 -0.87 0.186
H 0.83 -1.64 0.32 0.144
H -1.02 -1.38 0.45 0.133
N 0.05 -1.45 2.25 -1.056
P 0.04 -0.52 3.57 1.715
C 1.56 0.45 3.64 -0.340
C 2.49 0.33 4.69 -0.257
C 3.64 1.12 4.70 -0.227
C 3.90 2.01 3.65 -0.290
C 3.01 2.09 2.57 -0.200
C 1.86 1.31 2.56 -0.238
C -1.42 0.53 3.66 -0.429
C -2.46 0.27 4.57 -0.259
C -3.62 1.05 4.57 -0.241
C -3.78 2.05 3.61 -0.352
C -2.76 2.31 2.69 -0.200
C -1.57 1.58 2.73 -0.274
C 0.01 -1.54 5.04 -0.396
C -0.05 -2.93 4.92 -0.164
C -0.09 -3.72 6.07 -0.232
C -0.10 -3.13 7.34 -0.224
C -0.05 -1.73 7.46 -0.261
C 0.00 -0.94 6.31 -0.120
H 2.32 -0.39 5.49 0.203
H 4.35 1.03 5.54 0.186
H 4.79 2.64 3.68 0.188
H 3.21 2.75 1.73 0.217
H 1.20 1.33 1.69 0.222
H -2.36 -0.54 5.28 0.193
H -4.39 0.86 5.31 0.183
H -4.71 2.63 3.58 0.181
H -2.88 3.09 1.93 0.197
H -0.77 1.81 2.03 0.205
H -0.05 -3.38 3.92 0.254
H -0.13 -4.80 5.97 0.200
H -0.14 -3.75 8.24 0.196
H -0.05 -1.26 8.44 0.199
H 0.05 0.15 6.41 0.224
```

**Net charge**: -2
**Relative energy (zero: lowest compared OMol25 entry of this formula, charge and spin)**: 10.8 kcal per mole
**Multiplicity**: 1
**Kohn-Sham gap (spin up / spin down)**: 2.729 / 3.518 eV
**Highest occupied orbital energy (spin up / spin down)**: 1.69 / 0.87 eV
**E_LUMO (spin up / spin down)**: 4.42 / 4.39 eV

(8)
C22H26BrClNNiP2 | wB97M-V/def2-TZVPD

```
54
Properties=species:S:1:pos:R:3:nbo_charge:R:1
Ni -0.93 -0.02 -0.71 0.597
C -1.34 0.59 2.89 -0.932
P -0.38 -0.17 1.54 0.848
C -0.03 -1.79 2.29 -0.946
C 1.19 0.77 1.56 -0.243
C 2.19 0.54 2.49 -0.216
C 3.36 1.29 2.46 -0.181
C 3.51 2.29 1.52 -0.182
C 2.51 2.53 0.59 -0.195
C 1.35 1.77 0.59 -0.375
P 0.04 1.96 -0.67 0.900
C -1.09 3.21 0.03 -0.939
C 0.78 2.96 -2.00 -0.955
H -0.76 0.58 3.81 0.240
H -2.27 0.04 3.05 0.247
H -1.60 1.62 2.66 0.240
H 0.24 -1.70 3.35 0.241
H 0.77 -2.31 1.77 0.253
H -0.93 -2.41 2.24 0.248
H 2.08 -0.24 3.23 0.219
H 4.15 1.09 3.18 0.232
H 4.42 2.88 1.50 0.231
H 2.66 3.31 -0.16 0.219
H -0.54 4.10 0.33 0.242
H -1.61 2.82 0.89 0.235
H -1.84 3.50 -0.72 0.246
H 1.05 3.96 -1.64 0.243
H 0.04 3.08 -2.79 0.255
H 1.67 2.49 -2.42 0.249
Cl 4.86 -1.71 0.20 0.025
C 3.37 -1.48 -0.66 -0.032
C 2.31 -2.34 -0.42 -0.249
C 1.11 -2.14 -1.08 -0.199
C 0.95 -1.07 -1.99 -0.110
C -0.31 -0.82 -2.61 -0.511
C 2.08 -0.26 -2.26 -0.203
C 3.27 -0.46 -1.59 -0.172
H 2.44 -3.17 0.27 0.237
H 0.29 -2.82 -0.91 0.210
H -1.00 -1.65 -2.66 0.210
H -0.39 -0.10 -3.42 0.219
H 2.01 0.50 -3.02 0.217
H 4.13 0.17 -1.80 0.232
Br -3.88 -4.97 -0.18 0.132
C -3.87 -3.13 -0.56 -0.116
C -5.03 -2.43 -0.85 -0.169
C -4.95 -1.07 -1.11 -0.223
C -3.71 -0.46 -1.07 0.049
N -2.59 -1.13 -0.79 -0.500
C -2.67 -2.43 -0.54 0.009
H -5.98 -2.94 -0.88 0.249
H -5.82 -0.49 -1.35 0.245
H -3.60 0.60 -1.27 0.215
H -1.74 -2.94 -0.31 0.213
```

**Net charge**: +1
**Relative energy (zero: lowest compared OMol25 entry of this formula, charge and spin)**: 17.4 kcal per mole
**Multiplicity**: 1
**Kohn-Sham gap (spin up / spin down)**: 6.951 / 7.717 eV
**Highest occupied orbital energy (spin up / spin down)**: -10.61 / -10.31 eV
**E_LUMO (spin up / spin down)**: -3.66 / -2.59 eV

Calculated total energy readings, ordered: -35880.1755; -85003.4619; -36814.6086; -67111.7968; -183535.9780; -82946.0668; -100790.9034; -166907.1295 eV
Max |F| readings, ordered: 0.6; 3.9; 0.8; 0.8; 1.6; 4.8; 6.4; 1.0 eV/Å